[1]
C49H46CrN5O4PS2Si | wB97M-V/def2-TZVPD

Last column: Löwdin spin population.
Cartesian coordinates (Å):
Cr1 0.55359 0.18041 -0.22037  3.6686
N1 -1.34941 2.48403 0.58118  0.0115
P1 -1.04099 0.94460 1.47554  0.0313
C1 -2.80207 0.53414 1.68544  0.0025
C2 -3.70383 1.34104 2.37540  0.0001
C3 -5.04901 1.00246 2.42302  0.0002
C4 -5.50432 -0.13672 1.76490  0.0000
C5 -4.60940 -0.93270 1.06706  0.0001
C6 -3.26109 -0.59895 1.02955  0.0003
C7 -0.51080 1.82784 3.00081  0.0013
C8 -1.04426 1.56299 4.26154  -0.0005
C9 -0.61033 2.28400 5.36737  0.0001
C10 0.37914 3.25474 5.23293  -0.0005
C11 0.93945 3.49626 3.98569  0.0002
C12 0.49222 2.78859 2.87278  0.0009
C13 -1.25581 2.56874 -0.77197  0.0100
C14 -1.58468 3.75010 -1.47362  -0.0004
C15 -1.49307 3.75390 -2.83954  0.0056
C16 -1.09373 2.59733 -3.51526  0.0000
C17 -0.77860 1.49414 -2.75282  0.0084
N2 -0.83737 1.47298 -1.42209  0.0185
H1 -1.64160 3.32103 1.05508  0.0001
H2 -3.36131 2.23536 2.88582  0.0000
H3 -5.74114 1.62663 2.97921  0.0000
H4 -6.55637 -0.39900 1.79851  0.0000
H5 -4.95272 -1.82071 0.55323  0.0000
H6 -2.54890 -1.21301 0.48550  0.0002
H7 -1.77621 0.76808 4.37749  -0.0001
H8 -1.04215 2.07598 6.34091  0.0000
H9 0.72310 3.80614 6.10157  0.0000
H10 1.73044 4.23028 3.87493  0.0000
H11 0.94364 2.95823 1.89969  0.0013
H12 -1.89139 4.63145 -0.92296  -0.0001
H13 -1.73297 4.65596 -3.39223  0.0004
H14 -1.02879 2.55539 -4.59498  0.0000
H15 -0.46976 0.55932 -3.21022  0.0006
N3 7.15094 0.39286 7.35623  0.0068
C18 6.41075 0.34253 6.47766  0.0026
C19 5.48432 0.27922 5.36820  0.0134
C20 5.83109 -0.39711 4.19972  -0.0011
C21 4.95388 -0.44954 3.13359  0.0143
C22 3.69442 0.17351 3.19598  0.0130
C23 3.35408 0.83585 4.38890  0.0144
C24 4.23529 0.89046 5.45197  -0.0006
C25 2.79651 0.14224 2.09800  0.0623
C26 1.98045 0.12877 1.18478  -0.0188
H16 6.79588 -0.88317 4.13870  -0.0004
H17 5.21962 -0.97815 2.22758  0.0009
H18 2.37999 1.30423 4.45808  0.0008
H19 3.96197 1.41047 6.36100  -0.0003
C27 4.48162 -1.13179 -3.91472  0.0000
N4 3.75441 -0.08266 -3.21847  -0.0006
C28 3.93708 1.23102 -3.54339  0.0028
C29 3.29814 2.21389 -2.90483  -0.0007
C30 2.33711 1.86845 -1.85222  0.0080
O1 1.76742 2.74652 -1.20770  0.0226
N5 2.07599 0.52365 -1.64270  0.0037
C31 2.82381 -0.46173 -2.21480  0.0059
O2 2.75399 -1.64972 -1.92435  0.0094
H20 5.47811 -0.77344 -4.17227  0.0000
H21 3.96756 -1.44936 -4.82428  0.0000
H22 4.55429 -1.98947 -3.25581  0.0000
H23 4.64762 1.41782 -4.34134  0.0001
H24 3.46943 3.25427 -3.13978  0.0000
C32 -2.52948 -4.61048 3.84902  0.0001
O3 -1.54971 -3.68303 3.39192  0.0011
C33 -1.73588 -2.35223 3.61124  0.0032
S1 -3.09132 -1.79544 4.43512  0.0041
S2 -0.46919 -1.42073 2.95716  0.0047
H25 -2.14818 -5.58870 3.56025  0.0000
H26 -3.49560 -4.42697 3.37881  0.0001
H27 -2.65954 -4.54951 4.92927  0.0000
C34 -0.98448 -4.58134 -0.25077  -0.0001
C35 -0.57115 -4.24412 -1.69317  0.0006
C36 -1.02688 -5.34874 -2.65710  0.0002
C37 0.96100 -4.15030 -1.74806  -0.0001
Si1 -1.22194 -2.51977 -2.14125  0.0084
O4 -0.60760 -1.36655 -1.25624  0.0553
C38 -3.13954 -2.49429 -2.18378  0.0009
C39 -4.01138 -3.57197 -1.98755  0.0002
C40 -5.39193 -3.44019 -2.15021  0.0000
C41 -5.93640 -2.21273 -2.50244  0.0001
C42 -5.09447 -1.11748 -2.67927  0.0000
C43 -3.72215 -1.26268 -2.52431  0.0003
C44 -0.88491 -2.28025 -4.02028  0.0010
C45 -1.73289 -2.76972 -5.02279  0.0002
C46 -1.49024 -2.52723 -6.37195  0.0001
C47 -0.39175 -1.76500 -6.75619  0.0000
C48 0.46644 -1.26676 -5.78324  0.0000
C49 0.22423 -1.53137 -4.43621  0.0000
H28 -0.54069 -5.53888 0.05999  0.0000
H29 -2.07240 -4.66532 -0.13604  0.0000
H30 -0.64244 -3.80996 0.44893  -0.0001
H31 -0.61808 -6.31671 -2.33155  0.0001
H32 -0.66738 -5.15923 -3.67432  0.0000
H33 -2.11637 -5.44970 -2.71012  0.0000
H34 1.40446 -5.10708 -1.43481  0.0000
H35 1.34159 -3.35611 -1.10059  0.0001
H36 1.31422 -3.92770 -2.76201  0.0000
H37 -3.61669 -4.54139 -1.70424  0.0000
H38 -6.04050 -4.29547 -1.99330  0.0000
H39 -7.00880 -2.10664 -2.62924  0.0000
H40 -5.51073 -0.14912 -2.93448  0.0000
H41 -3.07629 -0.39668 -2.66137  0.0001
H42 -2.61308 -3.34454 -4.74201  0.0000
H43 -2.16426 -2.92190 -7.12355  0.0000
H44 -0.21200 -1.55736 -7.80593  0.0000
H45 1.32137 -0.66582 -6.07473  0.0000
H46 0.90046 -1.15597 -3.67628  -0.0001

Its expectation value of S² is 6.03. The spin multiplicity is 5. The total charge is -2. The HOMO-LUMO gap (spin up / spin down) comes out at 0.2283 / 0.2373 Eh. Its HOMO energy (spin up / spin down) is -0.0773 / -0.0864 hartree.



[2]
C49H46N2O2P | wB97M-V/def2-TZVPD

Last column: Mulliken charge in e.
Cartesian coordinates (Å):
C1 -5.15509 -3.44285 -1.76447  -0.9364
N1 -4.64995 -3.79267 -0.43844  0.3147
C2 -5.16816 -5.00031 0.10917  -0.0767
C3 -4.79611 -6.23518 -0.44326  -0.0198
C4 -5.34104 -7.41302 0.06400  -0.7449
C5 -6.27817 -7.35622 1.10441  -0.3727
C6 -6.66497 -6.12235 1.63910  -0.6491
C7 -6.11794 -4.94172 1.14093  -0.1554
C8 -3.34797 -3.35791 -0.11282  0.2315
C9 -3.14800 -2.61655 1.07202  -0.3523
C10 -1.88751 -2.17420 1.40273  -0.9495
C11 -0.74528 -2.50254 0.60295  0.5018
C12 0.53762 -2.09565 1.04505  -0.0650
C13 1.80516 -2.59910 0.66690  0.6463
C14 2.97396 -1.88390 1.08615  -1.2026
C15 4.23708 -2.28544 0.71746  -0.2806
C16 4.40784 -3.45660 -0.05142  0.3295
N2 5.71824 -3.85022 -0.41110  0.2963
C17 6.18918 -3.39535 -1.71650  -0.8810
C18 6.25846 -5.07241 0.07145  -0.0701
C19 5.97016 -6.28413 -0.56402  0.0336
C20 6.49241 -7.47051 -0.04627  -0.7686
C21 7.33936 -7.43401 1.06921  -0.4023
C22 7.65836 -6.21315 1.67538  -0.6395
C23 7.11899 -5.03053 1.18215  -0.1668
C24 3.28120 -4.19174 -0.46130  -0.1373
C25 2.00903 -3.80820 -0.06821  -1.1887
C26 -0.98376 -3.19144 -0.62546  -1.0652
C27 -2.25840 -3.61523 -0.96585  -0.1605
H1 -4.80290 -2.43870 -2.01673  0.3343
H2 -4.81817 -4.15785 -2.52582  0.3824
H3 -6.24913 -3.44877 -1.72702  0.3136
H4 -4.07913 -6.25246 -1.26768  0.2978
H5 -5.03607 -8.37116 -0.35577  0.3597
H6 -6.71248 -8.27803 1.49319  0.3856
H7 -7.39630 -6.07285 2.44561  0.3671
H8 -6.40639 -3.96106 1.52108  0.4049
H9 -4.02375 -2.39508 1.68963  0.4239
H10 -1.74504 -1.58710 2.31268  0.3922
H11 0.54990 -1.32119 1.81200  0.4174
H12 2.85262 -0.98997 1.70096  0.3578
H13 5.13477 -1.72874 1.00306  0.4930
H14 7.24054 -3.67524 -1.83216  0.3410
H15 5.60101 -3.84578 -2.52872  0.3470
H16 6.08922 -2.30626 -1.75804  0.3018
H17 5.32336 -6.28627 -1.44429  0.3501
H18 6.23949 -8.41900 -0.51776  0.3584
H19 7.76034 -8.36035 1.46128  0.3826
H20 8.32758 -6.17625 2.53471  0.3626
H21 7.34168 -4.05685 1.62122  0.4042
H22 3.43420 -5.06999 -1.09411  0.2634
H23 1.16502 -4.44984 -0.31235  0.7334
H24 -0.16255 -3.36820 -1.31937  0.7899
H25 -2.43392 -4.17640 -1.88898  0.3579
C28 4.65213 3.86887 -2.60949  -1.2160
C29 3.42737 4.72282 -2.39863  -0.1475
O1 2.62674 4.10693 -1.36204  -0.3157
C30 1.51397 4.84625 -1.07634  -0.0009
C31 0.55508 4.14962 -0.25260  -0.6970
P1 -0.88041 5.03163 0.16754  2.5043
C32 -0.60780 6.58297 1.07075  0.1828
C33 -1.13704 7.80989 0.63677  -0.4801
C34 -0.88428 8.98232 1.35475  -0.6741
C35 -0.08173 8.95246 2.49878  -0.4472
C36 0.46659 7.73835 2.92520  -0.7006
C37 0.20320 6.56145 2.21907  -0.3756
C38 -1.93757 5.39963 -1.26266  -0.0138
C39 -3.26106 5.83462 -1.07726  -0.0948
C40 -4.09805 6.04693 -2.17641  -0.7568
C41 -3.62114 5.82357 -3.47192  -0.4372
C42 -2.30726 5.38734 -3.66366  -0.6235
C43 -1.46766 5.17578 -2.56388  -0.4385
C44 -1.85777 3.91431 1.20856  0.1857
C45 -2.24458 4.23187 2.51898  -0.2280
C46 -2.89137 3.27185 3.30226  -0.7068
C47 -3.16739 2.00405 2.78541  -0.4695
C48 -2.80285 1.69534 1.47033  -0.5460
C49 -2.15839 2.65101 0.68085  -0.6909
O2 1.36929 5.99771 -1.52773  -0.6736
H26 5.22141 4.24236 -3.46314  0.3760
H27 5.30412 3.89846 -1.73177  0.3015
H28 4.39109 2.82370 -2.79916  0.2953
H29 3.71069 5.73377 -2.08783  0.2862
H30 2.82469 4.77583 -3.31383  0.2729
H31 0.87542 3.25767 0.27297  0.4373
H32 -1.74765 7.84848 -0.26448  0.3815
H33 -1.31185 9.92654 1.01519  0.4024
H34 0.12552 9.87218 3.05010  0.3837
H35 1.09997 7.70256 3.81129  0.3838
H36 0.63163 5.61684 2.55959  0.4556
H37 -3.64349 6.00494 -0.06936  0.4288
H38 -5.12364 6.38355 -2.01985  0.3880
H39 -4.27578 5.98032 -4.33108  0.3845
H40 -1.92952 5.20708 -4.66953  0.4011
H41 -0.44165 4.84563 -2.70503  0.2331
H42 -2.04142 5.22305 2.92306  0.3915
H43 -3.17321 3.51606 4.32613  0.4134
H44 -3.66026 1.25228 3.40434  0.3858
H45 -3.01731 0.71153 1.05581  0.5033
H46 -1.87542 2.41612 -0.34668  0.3647

The total charge is +1. The HOMO-LUMO gap comes out at 0.1395 Eh. Its HOMO energy is -0.3355 hartree.



Computed values of energy relative to the best compared isomer or geometry (same formula, charge and spin) (unit: kcal/mol) for the preceding records, in sequence: 9.3 7.1.
Computed values of electronic energy (unit: eV) for the preceding records, in sequence: -134464.296 -67915.677.